This record from the Open Molecules 2025 dataset describes C5H8O2 in the gas phase in a non-equilibrium geometry. The level of theory is ωB97M-V/def2-TZVPD.

CARTESIAN COORDINATES (ANGSTROEM)
1 C 1.540941 0.557390 -0.331328
2 C 0.305776 -0.014532 0.350614
3 O 0.586259 -0.459887 1.657522
4 C -0.955722 0.872956 0.448723
5 C -1.830501 -0.709879 -0.115907
6 O -1.283439 -0.085489 -1.338364
7 C -0.463804 -0.953720 -0.542788
8 H 1.301279 0.902249 -1.341480
9 H 1.964242 1.385189 0.241495
10 H 2.314029 -0.220033 -0.429357
11 H 1.436603 -0.912652 1.659329
12 H -1.396433 1.066470 1.392227
13 H -0.843495 1.818702 -0.154099
14 H -2.557257 -1.526672 -0.435228
15 H -0.088546 -1.769568 -1.147720

Forces on atoms 1 to 2 (eV/Å):
0.00 0.18 0.06
-0.21 0.38 -0.25

The value obtained for the HOMO-LUMO gap is 9.307 eV. As for the energy above the lowest of the compared OMol25 structures with the same formula, charge and spin: 545.0 kJ/mol. Its SMILES is C[C@@]1(O)C[C@H]2O[C@H]21. The calculation puts the electronic energy at -9404.183 eV.


This record from the Open Molecules 2025 dataset describes a molecular structure, C6H7N in a non-equilibrium geometry. The level of theory is ωB97M-V/def2-TZVPD.

CARTESIAN COORDINATES (ANGSTROEM)
1 C -1.822334 -0.305686 0.662688
2 C 0.275871 -1.300192 -0.031150
3 C -1.666617 0.989878 0.146529
4 C 1.291307 -0.518672 0.014918
5 C -0.962057 -0.752548 -0.543521
6 C 2.163144 0.646672 -0.092006
7 N -0.806291 0.752252 -0.846710
8 H -2.252310 -0.944383 1.392196
9 H 0.101817 -2.224287 0.403731
10 H -1.998067 1.976576 0.462099
11 H -1.403717 -1.353573 -1.329577
12 H 2.629378 1.118002 0.814148
13 H 1.439461 1.428283 -0.354038
14 H 3.010414 0.487676 -0.699301

Forces on atoms 1 to 2 (eV/Å):
0.32 -0.26 -2.57
0.44 1.21 -0.53

The value obtained for the HOMO-LUMO gap (alpha / beta) is 9.425 / 6.525 eV. As for the energy above the lowest of the compared OMol25 structures with the same formula, charge and spin: 651.9 kJ/mol. The calculation puts the electronic energy at -7818.891 eV.


This record from the Open Molecules 2025 dataset describes a molecular structure, C54H72N3P3SbSiSr in a non-equilibrium geometry. The level of theory is ωB97M-V/def2-TZVPD.

CARTESIAN COORDINATES (ANGSTROEM)
1 Sr -0.858065 -1.127675 -1.254683
2 C -1.296879 4.533220 0.538076
3 C -1.276683 3.436117 -0.526274
4 C -1.622016 4.043651 -1.888006
5 P -2.291351 1.883820 -0.179809
6 C -3.995805 2.415302 -0.745111
7 C -4.652764 3.722731 -0.283120
8 C -5.013175 1.278035 -0.663829
9 C -2.196075 1.916022 1.655641
10 C -3.150186 2.597249 2.410918
11 C -2.924218 2.903573 3.743500
12 C -1.711804 2.561608 4.322869
13 C -0.789706 1.827721 3.590963
14 C -1.020532 1.432106 2.266733
15 Si 0.124594 0.097896 1.450147
16 C -0.457076 -1.476834 2.457280
17 C -1.295472 -1.383400 3.578489
18 C -1.565971 -2.460925 4.405627
19 C -0.977430 -3.692828 4.152731
20 C -0.172073 -3.833332 3.037304
21 C 0.063316 -2.760348 2.167809
22 P 0.955440 -3.038940 0.594964
23 C 2.728946 -3.488236 0.920679
24 C 3.583880 -2.230303 1.080488
25 C 3.003216 -4.418443 2.100249
26 C 0.223200 -4.612622 -0.128096
27 C 0.066008 -5.934760 0.617522
28 C -1.126185 -4.165381 -0.684518
29 C 1.831008 0.319863 2.357145
30 C 2.007251 -0.314100 3.599288
31 C 3.227513 -0.373540 4.253265
32 C 4.342644 0.200453 3.664970
33 C 4.198538 0.866065 2.460728
34 C 2.965511 0.956109 1.809926
35 P 2.781382 1.943124 0.277452
36 C 4.531101 2.172385 -0.359684
37 C 4.458285 2.397399 -1.875088
38 C 5.469381 3.221119 0.244786
39 C 2.242707 3.566246 1.023393
40 C 2.223413 4.669281 -0.034884
41 C 2.930263 4.036091 2.302757
42 H -0.576269 5.307818 0.265564
43 H -1.040877 4.167300 1.530032
44 H -2.273684 5.013461 0.608609
45 H -0.257697 3.033210 -0.581001
46 H -2.564808 4.587449 -1.844258
47 H -1.708482 3.296559 -2.676807
48 H -0.852505 4.762101 -2.183211
49 H -3.762751 2.542172 -1.809500
50 H -5.222202 3.592565 0.635692
51 H -5.368230 4.045909 -1.043849
52 H -3.946539 4.533487 -0.127747
53 H -5.294396 1.077005 0.372573
54 H -4.626873 0.358557 -1.102094
55 H -5.924941 1.555589 -1.197599
56 H -4.066301 2.933292 1.951804
57 H -3.674687 3.440226 4.310096
58 H -1.496531 2.839393 5.347164
59 H 0.131107 1.523801 4.074066
60 H -1.736088 -0.425807 3.826741
61 H -2.211978 -2.332935 5.266116
62 H -1.144692 -4.533406 4.814004
63 H 0.290865 -4.790397 2.848946
64 H 3.010283 -3.987913 -0.016150
65 H 3.427189 -1.784201 2.063658
66 H 3.350303 -1.467413 0.338470
67 H 4.642722 -2.487631 0.998518
68 H 2.691691 -3.945063 3.033065
69 H 4.076571 -4.608882 2.170976
70 H 2.505104 -5.381626 2.024240
71 H 0.890179 -4.774669 -0.985531
72 H -0.752010 -5.884904 1.336404
73 H 0.967090 -6.246555 1.137841
74 H -0.183575 -6.721865 -0.099187
75 H -1.784849 -3.795473 0.107712
76 H -1.648403 -4.950208 -1.235711
77 H -0.911956 -3.350050 -1.372970
78 H 1.167074 -0.809121 4.067984
79 H 3.307146 -0.881092 5.206701
80 H 5.312680 0.145521 4.142871
81 H 5.074165 1.323838 2.027240
82 H 4.970146 1.180059 -0.195944
83 H 4.034819 3.378806 -2.103369
84 H 3.834161 1.647795 -2.361859
85 H 5.456742 2.359812 -2.317269
86 H 5.105544 4.231759 0.060236
87 H 6.451261 3.144110 -0.229570
88 H 5.612562 3.118020 1.317149
89 H 1.205554 3.337617 1.287380
90 H 3.232336 4.962183 -0.327372
91 H 1.731021 5.563725 0.354477
92 H 1.693855 4.356937 -0.936038
93 H 3.961858 4.339606 2.129402
94 H 2.926970 3.260497 3.068151
95 H 2.396920 4.902402 2.703982
96 C 3.080860 -1.598666 -2.538393
97 C 2.008299 -2.398426 -3.208929
98 C 2.304050 -3.476658 -4.041620
99 C 1.280183 -4.156530 -4.671622
100 C -0.031133 -3.737063 -4.470196
101 C -0.242465 -2.653784 -3.624465
102 N 0.746057 -2.009351 -3.003686
103 Sb -2.359166 -2.118192 -3.811176
104 C -3.442078 -2.308323 -1.931537
105 C -4.377246 -3.317450 -2.132165
106 C -5.199292 -3.684837 -1.072376
107 C -5.046034 -3.040711 0.133401
108 C -4.090813 -2.031635 0.263412
109 C -3.917539 -1.306911 1.559548
110 N -3.308822 -1.667139 -0.760990
111 C -1.920600 -0.024411 -4.083376
112 C -2.544873 0.648803 -5.116467
113 C -1.984883 1.847885 -5.549680
114 C -0.826944 2.294334 -4.953164
115 C -0.277150 1.581092 -3.884300
116 C 0.968176 2.051219 -3.207804
117 N -0.834323 0.449229 -3.454273
118 H 3.589480 -0.975797 -3.278018
119 H 3.831834 -2.242523 -2.080073
120 H 2.650886 -0.945336 -1.779248
121 H 3.334974 -3.770365 -4.188260
122 H 1.497990 -4.998250 -5.316273
123 H -0.855259 -4.243524 -4.953424
124 H -4.468733 -3.811859 -3.089930
125 H -5.934580 -4.470351 -1.189276
126 H -5.651483 -3.307485 0.989291
127 H -4.753983 -0.624419 1.721764
128 H -2.999367 -0.725569 1.560127
129 H -3.891984 -2.006913 2.395229
130 H -3.420477 0.236201 -5.600394
131 H -2.435639 2.403545 -6.361648
132 H -0.345090 3.203161 -5.289221
133 H 0.864555 3.092099 -2.903025
134 H 1.814102 1.999799 -3.897076
135 H 1.197785 1.456221 -2.324106

Forces on atoms 1 to 2 (eV/Å):
0.95 2.36 1.58
0.01 0.03 0.01

The value obtained for the HOMO-LUMO gap is 5.511 eV. As for the energy above the lowest of the compared OMol25 structures with the same formula, charge and spin: 0.0 kJ/mol. The total charge is +1. The calculation puts the electronic energy at -104750.669 eV.


This record from the Open Molecules 2025 dataset describes 8 unconnected molecules or ions with the total composition C33H34BF4O19 in a non-equilibrium geometry. The level of theory is ωB97M-V/def2-TZVPD.

CARTESIAN COORDINATES (ANGSTROEM)
1 B -0.162703 0.492198 0.067044
2 F -0.264703 1.861198 -0.168956
3 F 1.122297 0.244198 0.688044
4 F -1.182703 0.082198 0.801044
5 F -0.044703 -0.070802 -1.133956
6 C 3.757297 6.398198 -0.181956
7 C 4.479297 5.507198 0.843044
8 C 3.927297 4.280198 1.161044
9 O 4.483297 3.603198 2.049044
10 C 2.680297 3.755198 0.489044
11 C 2.051297 4.520198 -0.601956
12 C 2.606297 5.846198 -0.984956
13 O 2.075297 6.632198 -1.825956
14 O 0.863297 4.175198 -1.209956
15 O 5.570297 5.973198 1.489044
16 H 3.944297 7.397198 -0.595956
17 H 2.325297 2.694198 0.773044
18 H 0.797297 3.220198 -1.020956
19 H 6.124297 5.371198 1.873044
20 C 4.607297 -4.624802 1.170044
21 C 3.776297 -3.311802 0.861044
22 C 4.534297 -2.105802 0.352044
23 O 3.903297 -1.033802 0.170044
24 C 5.951297 -2.219802 0.170044
25 C 6.705297 -3.503802 0.614044
26 C 5.988297 -4.744802 0.938044
27 O 6.579297 -5.697802 1.072044
28 O 8.077297 -3.564802 0.420044
29 O 2.464297 -3.206802 1.196044
30 H 4.057297 -5.374802 1.483044
31 H 6.485297 -1.396802 -0.286956
32 H 8.189297 -4.485802 0.384044
33 H 2.089297 -2.225802 0.918044
34 C -4.349703 -1.213802 -6.755956
35 C -4.295703 -2.739802 -6.560956
36 C -3.464703 -3.367802 -5.427956
37 O -3.232703 -4.591802 -5.444956
38 C -2.649703 -2.440802 -4.626956
39 C -2.725703 -0.966802 -4.853956
40 C -3.592703 -0.352802 -5.846956
41 O -3.739703 0.843198 -5.935956
42 O -1.987703 -0.085802 -4.054956
43 O -5.042703 -3.649802 -7.289956
44 H -4.995703 -0.832802 -7.420956
45 H -2.025703 -2.713802 -3.847956
46 H -1.216703 -0.508802 -3.690956
47 H -4.691703 -4.533802 -7.137956
48 C -4.194703 -6.049802 -0.459956
49 C -2.948703 -6.351802 -1.317956
50 C -1.836703 -5.502802 -1.165956
51 O -0.840703 -5.724802 -1.735956
52 C -1.915703 -4.328802 -0.264956
53 C -3.151703 -3.987802 0.555044
54 C -4.296703 -4.973802 0.505044
55 O -5.329703 -4.771802 1.067044
56 O -3.268703 -2.743802 1.054044
57 O -2.931703 -7.314802 -2.260956
58 H -5.009703 -6.745802 -0.631956
59 H -0.903703 -3.635802 -0.189956
60 H -2.540703 -2.355802 0.979044
61 H -2.138703 -7.264802 -2.653956
62 C 0.005297 4.112198 2.875044
63 C 0.661297 5.494198 2.850044
64 O 1.722297 5.746198 3.371044
65 C 0.011297 6.592198 2.014044
66 H 0.786297 3.496198 3.538044
67 H 0.164297 3.762198 1.900044
68 H -0.850703 4.218198 3.456044
69 H 0.253297 7.575198 2.143044
70 H -1.190703 6.672198 2.345044
71 H 0.016297 6.350198 0.949044
72 C -4.193703 1.613198 0.555044
73 C -5.205703 1.047198 -0.420956
74 O -5.273703 1.597198 -1.537956
75 C -6.249703 0.073198 0.127044
76 H -3.315703 1.038198 0.441044
77 H -4.734703 1.531198 1.647044
78 H -4.125703 2.723198 0.636044
79 H -6.573703 -0.505802 -0.711956
80 H -7.036703 0.710198 0.533044
81 H -5.868703 -0.594802 0.926044
82 C 1.482297 1.479198 5.656044
83 C 2.516297 0.620198 4.821044
84 O 3.110297 -0.280802 5.282044
85 C 2.724297 1.004198 3.388044
86 H 1.154297 0.946198 6.682044
87 H 0.575297 1.505198 5.064044
88 H 1.914297 2.368198 5.946044
89 H 3.316297 0.405198 2.814044
90 H 3.225297 1.862198 3.280044
91 H 1.738297 1.260198 2.878044

Forces on atoms 1 to 2 (eV/Å):
3.12 1.31 0.09
-0.02 1.71 0.27

The value obtained for the HOMO-LUMO gap is 6.753 eV. As for the energy above the lowest of the compared OMol25 structures with the same formula, charge and spin: 0.0 kJ/mol. The total charge is -1. The calculation puts the electronic energy at -85214.081 eV.


This record from the Open Molecules 2025 dataset describes 2 unconnected molecules or ions with the total composition C8H12O3 in a non-equilibrium geometry. The level of theory is ωB97M-V/def2-TZVPD.

CARTESIAN COORDINATES (ANGSTROEM)
1 C 2.028290 0.497398 -0.024538
2 C 1.539795 -0.779664 0.590834
3 C 0.755924 -0.780958 1.664998
4 C -1.642222 2.583414 -0.514390
5 C -2.096234 1.437315 0.390120
6 C -1.655144 0.148907 -0.208095
7 C -1.956022 -1.094585 0.197732
8 C -1.258909 -2.270963 -0.294753
9 H 3.519311 -0.489593 -0.722679
10 H 1.898433 -1.702966 0.132869
11 H 0.579893 -1.686360 2.266075
12 H 0.330459 0.138391 2.046573
13 H -2.181672 3.488654 -0.250514
14 H -0.575348 2.754929 -0.434671
15 H -1.871331 2.366896 -1.558945
16 H -1.683957 1.606018 1.400765
17 H -3.177955 1.457914 0.522584
18 H -0.899248 0.169121 -0.993436
19 H -2.739389 -1.286283 0.929856
20 H -1.538711 -3.201703 0.258328
21 O 3.204563 0.423418 -0.704133
22 O 1.509657 1.581836 0.116935
23 O -0.458389 -2.262779 -1.213832

Forces on atoms 1 to 2 (eV/Å):
-0.23 0.89 0.29
0.30 -0.07 -0.09

The value obtained for the HOMO-LUMO gap is 9.661 eV. As for the energy above the lowest of the compared OMol25 structures with the same formula, charge and spin: 163.3 kJ/mol. Its SMILES is CC/C=C/C=O.C=CC(=O)O. The calculation puts the electronic energy at -14631.497 eV.


This record from the Open Molecules 2025 dataset describes a molecular structure, C28H23Cl5N4O2Se2Tc. The level of theory is ωB97M-V/def2-TZVPD.

CARTESIAN COORDINATES (ANGSTROEM)
1 Tc 0.150960 0.649278 0.330486
2 C -0.271548 1.067862 5.978454
3 C -1.117285 0.042169 5.575724
4 C -1.019619 -0.497039 4.302627
5 C -0.068769 -0.019758 3.393524
6 C 0.784150 1.001173 3.815705
7 C 0.682140 1.541293 5.088288
8 N 0.015174 -0.465925 2.061774
9 C -0.146689 -1.809546 1.774818
10 C -0.065292 -2.884099 2.675416
11 C -0.219845 -4.179852 2.223554
12 C -0.458471 -4.461545 0.876169
13 C -0.518048 -3.426191 -0.033670
14 C -0.362751 -2.121795 0.418680
15 N -0.309127 -0.997050 -0.423885
16 N -0.535037 -1.188302 -1.715256
17 C -0.393501 -0.032261 -2.386692
18 C -0.592043 0.003616 -3.786890
19 C -0.468342 1.185418 -4.452871
20 C -0.143946 2.358106 -3.740778
21 C 0.040892 2.266386 -2.391616
22 N -0.072450 1.104541 -1.706998
23 H -0.349790 1.485233 6.973495
24 H -1.866725 -0.341523 6.257327
25 H -1.697635 -1.287423 4.004435
26 H 1.546264 1.350814 3.132902
27 H 1.361612 2.329465 5.387758
28 H 0.151228 -2.699695 3.717914
29 H -0.140848 -4.995117 2.931942
30 H -0.574365 -5.484625 0.545441
31 H -0.665506 -3.595384 -1.090813
32 H -0.840564 -0.922183 -4.285502
33 H -0.618442 1.225698 -5.523958
34 H -0.036190 3.309702 -4.240046
35 H 0.298037 3.133426 -1.795680
36 Cl 1.473696 3.002477 0.970247
37 C 2.732704 1.823546 0.597611
38 C 2.261785 0.574303 0.235251
39 C 3.239054 -0.368645 -0.061295
40 Cl 2.761888 -1.960151 -0.543859
41 C 4.599928 -0.067624 0.019058
42 Cl 5.781444 -1.262770 -0.349183
43 C 5.017329 1.210187 0.399156
44 Cl 6.689252 1.590718 0.500088
45 C 4.065911 2.183092 0.694966
46 Cl 4.527794 3.771987 1.163006
47 O -6.538500 2.035510 1.543301
48 C -5.149354 2.059040 1.867689
49 C -4.529504 0.720328 1.472606
50 C -5.247356 -0.442104 2.191110
51 O -6.529497 -0.729191 1.680131
52 C -4.598853 0.489697 -0.039528
53 Se -3.413614 1.741425 -0.992240
54 C -3.071895 0.678276 1.918697
55 Se -1.994905 1.934517 0.888546
56 H -6.902412 2.920234 1.630971
57 H -5.012521 2.204024 2.945481
58 H -4.652989 2.877293 1.339588
59 H -5.284802 -0.217390 3.265563
60 H -4.657643 -1.352351 2.063396
61 H -7.039278 0.090787 1.701186
62 H -5.603225 0.674050 -0.412485
63 H -4.301887 -0.526164 -0.291487
64 H -2.635676 -0.306210 1.759515
65 H -2.954105 0.944614 2.968994

Forces on atoms 1 to 2 (eV/Å):
0.56 0.33 0.14
0.01 0.00 -0.02

The value obtained for the HOMO-LUMO gap (alpha / beta) is 6.119 / 6.630 eV. As for the energy above the lowest of the compared OMol25 structures with the same formula, charge and spin: 0.0 kJ/mol. The expectation value of S² is 0.8722. As for the spin multiplicity: 2. The calculation puts the electronic energy at -234968.526 eV.